1.
Formula: C31H83B2N6O12S
Source: the Open Molecules 2025 dataset
Level of theory: the ωB97M-V functional and the def2-TZVPD basis

Cartesian coordinates (Å):
C: -4.837 0.520 3.569
C: -4.546 -0.854 2.787
O: -3.809 -1.670 3.349
O: -5.189 -1.031 1.556
C: -4.424 -1.872 0.651
C: -2.918 -1.384 0.389
C: -1.897 -2.481 1.003
B: -0.636 -1.688 1.737
C: 0.291 -2.848 2.457
B: 1.035 -2.376 3.824
O: 0.551 -1.272 4.653
O: 2.221 -3.134 4.213
C: 0.296 -0.913 0.579
S: 0.499 0.886 0.891
O: 1.601 1.454 0.013
O: -0.795 1.658 0.724
H: -5.932 0.763 3.335
H: -4.137 1.349 3.250
H: -4.799 0.274 4.673
H: -4.471 -2.974 0.960
H: -4.968 -1.833 -0.360
H: -2.694 -0.323 0.717
H: -2.735 -1.413 -0.745
H: -1.477 -3.187 0.203
H: -2.437 -3.160 1.754
H: -1.002 -0.839 2.496
H: -0.398 -3.720 2.774
H: 1.017 -3.285 1.696
H: 0.850 -0.421 4.271
H: 1.903 -4.064 4.225
H: 1.317 -1.410 0.565
H: -0.217 -1.116 -0.418
H: 0.903 1.008 2.224
C: -4.911 -6.192 5.956
C: -4.180 -5.033 5.283
C: -2.741 -5.381 4.852
O: -1.798 -5.400 5.921
C: -1.769 -6.610 6.655
N: -4.211 -3.869 6.176
H: -4.573 -6.363 6.980
H: -5.984 -5.986 6.005
H: -4.777 -7.119 5.392
H: -4.740 -4.782 4.376
H: -2.396 -4.594 4.174
H: -2.705 -6.319 4.286
H: -1.960 -7.482 6.023
H: -2.489 -6.572 7.476
H: -0.775 -6.714 7.095
H: -3.804 -3.074 5.683
H: -3.549 -4.048 6.930
C: -5.846 -4.094 -5.632
C: -5.044 -4.789 -4.536
C: -4.906 -3.951 -3.249
O: -3.947 -2.903 -3.334
C: -4.427 -1.716 -3.943
N: -3.733 -5.171 -5.075
H: -5.281 -3.302 -6.127
H: -6.132 -4.812 -6.405
H: -6.764 -3.658 -5.229
H: -5.585 -5.704 -4.272
H: -4.544 -4.612 -2.456
H: -5.875 -3.564 -2.913
H: -5.482 -1.534 -3.716
H: -4.274 -1.756 -5.023
H: -3.842 -0.879 -3.559
H: -3.238 -5.716 -4.372
H: -3.178 -4.319 -5.153
C: -2.995 5.593 -2.399
C: -2.073 4.834 -1.449
C: -0.804 5.620 -1.064
O: 0.200 5.642 -2.074
C: 0.010 6.627 -3.075
N: -1.745 3.534 -2.042
H: -2.616 5.615 -3.423
H: -3.978 5.117 -2.434
H: -3.138 6.625 -2.066
H: -2.638 4.655 -0.527
H: -0.344 5.115 -0.209
H: -1.044 6.638 -0.734
H: -0.441 7.542 -2.676
H: -0.602 6.226 -3.887
H: 0.986 6.877 -3.493
H: -1.204 2.992 -1.362
H: -1.079 3.706 -2.795
C: 4.749 5.458 -7.375
C: 3.921 6.730 -7.218
C: 3.660 7.117 -5.748
O: 2.653 6.342 -5.110
C: 3.104 5.095 -4.601
N: 2.667 6.577 -7.967
H: 4.173 4.555 -7.168
H: 5.119 5.371 -8.399
H: 5.616 5.471 -6.709
H: 4.494 7.545 -7.673
H: 3.287 8.147 -5.735
H: 4.585 7.113 -5.160
H: 4.132 5.148 -4.229
H: 3.018 4.322 -5.367
H: 2.451 4.812 -3.774
H: 2.161 7.459 -7.938
H: 2.073 5.941 -7.436
C: 4.266 -2.492 -1.534
C: 3.556 -1.884 -2.740
C: 4.522 -1.389 -3.836
O: 5.157 -0.149 -3.541
C: 6.302 -0.257 -2.714
N: 2.666 -0.814 -2.277
H: 4.718 -1.737 -0.889
H: 3.556 -3.051 -0.919
H: 5.050 -3.187 -1.850
H: 2.939 -2.674 -3.183
H: 3.936 -1.206 -4.742
H: 5.266 -2.153 -4.095
H: 6.865 -1.175 -2.906
H: 6.015 -0.201 -1.662
H: 6.951 0.596 -2.923
H: 2.128 -0.478 -3.073
H: 3.251 -0.016 -2.028
C: 5.857 1.922 6.633
C: 4.893 0.739 6.611
C: 4.226 0.515 5.239
O: 3.169 1.420 4.946
C: 3.593 2.671 4.430
N: 3.897 0.917 7.674
H: 5.340 2.883 6.652
H: 6.486 1.882 7.527
H: 6.518 1.906 5.762
H: 5.480 -0.158 6.838
H: 3.761 -0.476 5.252
H: 4.966 0.503 4.430
H: 4.480 2.578 3.797
H: 3.780 3.371 5.247
H: 2.781 3.081 3.827
H: 3.314 0.083 7.716
H: 3.252 1.644 7.366

Atomic forces in eV per Å
C -1.5 -1.2 -0.9
C 1.0 -0.2 1.8
O -1.9 1.4 -2.0
O 1.7 0.4 1.6
C 0.3 -0.6 -2.0
C 0.1 -2.0 -0.6
C -0.3 0.7 0.0
B 0.1 -1.0 -0.5
C 0.3 -0.4 1.1
B 0.0 -0.1 -0.4
O 2.0 -1.2 -1.3
O -2.0 0.4 0.7
C 0.1 -0.5 0.0
S -0.4 1.6 -3.9
O -1.8 -1.2 2.4
O 2.4 -1.9 0.9
H 1.6 0.1 0.2
H -0.8 -1.1 0.4
H 0.4 0.4 -1.4
H 0.3 1.6 -0.1
H 0.4 0.2 1.6
H -0.4 -1.3 0.0
H -0.5 0.3 1.5
H -0.7 0.9 0.7
H 0.6 1.1 -1.0
H -0.4 0.2 0.5
H 0.8 1.0 -0.4
H -0.6 0.2 1.0
H -0.6 -0.6 0.3
H 0.6 0.8 -0.4
H -0.9 1.2 -0.2
H 0.9 1.1 1.0
H -0.3 -0.3 -0.8
C -0.2 -0.1 -0.1
C 0.2 -0.1 0.3
C 0.0 0.5 -0.2
O -0.1 -0.4 -0.2
C 0.1 0.3 0.1
N 0.2 0.1 -0.1
H 0.1 0.1 -0.1
H 0.1 0.1 0.0
H 0.0 0.0 0.0
H 0.2 0.1 0.0
H 0.0 0.0 0.1
H 0.0 -0.1 0.1
H -0.1 0.0 0.0
H -0.1 -0.2 0.0
H 0.0 0.1 -0.1
H -0.2 0.0 -0.1
H -0.1 0.0 -0.1
C -0.2 -0.1 -0.1
C 0.1 0.4 -0.1
C 0.3 -0.2 0.1
O -0.5 -0.1 0.0
C 0.4 0.1 0.0
N 0.0 0.0 0.2
H 0.0 0.0 0.1
H 0.1 0.0 0.1
H 0.1 0.0 0.0
H 0.1 0.0 0.1
H 0.1 0.1 0.0
H 0.0 0.1 -0.1
H 0.0 -0.1 0.0
H -0.2 0.1 -0.1
H 0.0 -0.1 0.1
H -0.1 0.0 -0.1
H -0.1 -0.1 -0.1
C -0.3 0.1 0.0
C 0.2 0.0 -0.4
C 0.1 -0.4 0.2
O -0.2 0.4 0.2
C 0.3 -0.2 -0.1
N 0.3 0.0 0.3
H 0.1 0.0 0.1
H 0.1 0.0 0.0
H 0.0 0.0 0.0
H 0.2 0.0 0.0
H 0.0 -0.1 -0.1
H -0.1 0.1 -0.2
H -0.1 -0.1 0.0
H -0.1 0.2 -0.1
H 0.0 -0.1 0.1
H -0.3 -0.1 0.0
H -0.1 0.0 0.0
C 0.2 0.0 -0.1
C -0.1 -0.4 0.2
C -0.3 0.2 -0.1
O 0.5 0.2 -0.1
C -0.4 -0.2 0.1
N -0.1 0.2 0.2
H 0.0 0.1 0.0
H -0.1 0.0 0.1
H -0.1 0.0 0.0
H -0.1 0.1 0.1
H -0.1 -0.1 0.0
H 0.1 -0.2 0.0
H 0.0 0.0 -0.1
H 0.2 -0.1 0.1
H 0.0 0.1 0.0
H 0.1 0.0 -0.1
H 0.1 0.0 -0.1
C 0.0 -0.3 0.1
C 0.2 0.3 0.2
C -0.3 0.1 -0.1
O 0.2 -0.4 -0.1
C -0.2 0.3 0.1
N 0.2 -0.1 -0.5
H -0.1 0.0 -0.1
H 0.0 0.1 -0.1
H 0.0 0.0 0.0
H 0.0 0.1 -0.1
H 0.0 0.1 0.1
H 0.1 0.0 0.1
H -0.1 0.0 0.0
H 0.1 -0.2 0.1
H -0.1 0.0 -0.1
H -0.1 0.0 0.2
H -0.2 -0.1 0.2
C 0.3 0.0 0.1
C -0.2 0.4 -0.1
C -0.2 -0.4 0.2
O 0.4 0.0 -0.2
C -0.3 0.0 0.1
N -0.1 -0.2 -0.1
H -0.1 -0.1 0.0
H -0.1 0.0 0.0
H -0.1 0.0 0.0
H -0.1 0.0 -0.1
H -0.1 0.1 0.0
H 0.0 0.2 0.0
H 0.0 0.0 0.1
H 0.2 0.1 -0.1
H 0.0 -0.1 0.0
H 0.1 0.0 0.1
H 0.1 0.0 0.1

The HOMO energy comes out at -5.26 eV. As for the strongest force on any atom: 4.2 eV/A. The orbital gap comes out at 7.5 eV. The value obtained for the molecular weight is 785.73 g mol⁻¹. As for the charge: -1.

---

2.
Formula: C2H6IO2
Source: the Open Molecules 2025 dataset
Level of theory: the ωB97M-V functional and the def2-TZVPD basis

Cartesian coordinates (Å):
I: -5.923 22.403 17.505
C: -10.421 18.903 18.753
C: -9.043 19.363 18.339
O: -9.010 20.770 18.472
O: -10.482 17.496 18.959
H: -11.174 19.146 18.002
H: -10.709 19.459 19.655
H: -8.833 19.058 17.309
H: -8.312 18.903 19.018
H: -8.099 21.043 18.257
H: -9.998 17.292 19.764

Atomic forces in eV per Å
I 0.0 -0.1 0.0
C -0.2 0.2 0.2
C 0.0 0.4 0.1
O 0.0 -0.4 -0.1
O -0.2 -0.1 0.0
H 0.1 -0.1 -0.1
H 0.1 -0.1 0.0
H 0.1 -0.1 0.1
H 0.1 -0.1 -0.1
H 0.0 0.5 -0.1
H 0.1 0.0 0.0

The HOMO energy comes out at -3.68 eV. As for the strongest force on any atom: 0.5 eV/A. The energy above the lowest of the compared OMol25 structures with the same formula, charge and spin is 0.302 eV. The orbital gap comes out at 6.8 eV. The value obtained for the molecular weight is 188.97 g mol⁻¹. As for the charge: -1.

---

3.
Formula: C59H86N7O4P2SSnTe
Source: the Open Molecules 2025 dataset
Level of theory: the ωB97M-V functional and the def2-TZVPD basis

Cartesian coordinates (Å):
Sn: -0.951 -0.344 -0.649
C: -1.218 4.161 2.288
C: -2.392 3.549 1.510
C: -3.721 4.092 2.039
C: -2.207 3.805 0.019
C: -2.126 5.126 -0.400
C: -1.794 5.455 -1.702
C: -1.495 4.431 -2.587
C: -1.583 3.096 -2.220
C: -1.228 2.019 -3.222
C: 0.265 1.679 -3.130
C: -1.584 2.379 -4.665
C: -1.992 2.753 -0.908
N: -2.192 1.417 -0.544
C: -3.369 1.122 0.148
C: -3.542 -0.078 0.709
N: -2.552 -1.055 0.589
C: -2.665 -2.158 1.440
C: -2.700 -3.471 0.914
C: -2.817 -4.548 1.783
C: -2.931 -4.373 3.152
C: -2.893 -3.090 3.670
C: -2.751 -1.984 2.844
C: -2.657 -0.608 3.482
C: -3.967 -0.233 4.180
C: -1.490 -0.525 4.469
C: -2.699 -3.725 -0.581
C: -3.856 -4.643 -0.987
C: -1.375 -4.318 -1.078
H: -1.238 3.839 3.333
H: -1.261 5.252 2.270
H: -0.278 3.849 1.837
H: -2.376 2.473 1.680
H: -3.769 5.178 1.935
H: -3.835 3.846 3.098
H: -4.562 3.658 1.497
H: -2.305 5.923 0.314
H: -1.733 6.491 -2.014
H: -1.201 4.688 -3.598
H: -1.801 1.135 -2.959
H: 0.849 2.439 -3.653
H: 0.474 0.705 -3.579
H: 0.591 1.657 -2.089
H: -0.921 3.150 -5.067
H: -2.612 2.731 -4.735
H: -1.484 1.494 -5.297
H: -4.156 1.864 0.153
H: -4.469 -0.349 1.197
H: -2.841 -5.556 1.380
H: -3.044 -5.230 3.806
H: -2.964 -2.954 4.744
H: -2.473 0.117 2.690
H: -4.193 -0.935 4.985
H: -4.795 -0.247 3.471
H: -3.898 0.769 4.608
H: -1.644 -1.177 5.332
H: -1.388 0.500 4.838
H: -0.558 -0.815 3.989
H: -2.846 -2.768 -1.078
H: -3.711 -5.660 -0.613
H: -3.930 -4.685 -2.075
H: -4.797 -4.253 -0.601
H: -1.089 -5.196 -0.487
H: -0.570 -3.578 -1.035
H: -1.477 -4.639 -2.116
N: 0.681 0.970 1.656
C: 1.928 0.809 2.248
C: 2.074 0.864 3.637
C: 3.313 0.747 4.233
C: 4.451 0.590 3.453
C: 4.320 0.483 2.078
C: 3.075 0.556 1.459
P: 2.782 0.218 -0.330
C: 4.484 0.421 -1.067
C: 5.559 -0.450 -0.870
C: 6.782 -0.223 -1.480
C: 6.968 0.876 -2.307
C: 5.897 1.720 -2.557
C: 4.671 1.482 -1.955
C: 2.854 -1.625 -0.339
C: 3.495 -2.402 0.622
C: 3.718 -3.750 0.391
C: 3.288 -4.342 -0.791
C: 2.593 -3.588 -1.723
C: 2.385 -2.235 -1.499
H: -0.058 1.152 2.323
H: 0.663 1.666 0.912
H: 1.191 1.002 4.249
H: 3.393 0.779 5.312
H: 5.427 0.518 3.915
H: 5.207 0.337 1.475
H: 5.442 -1.325 -0.247
H: 7.597 -0.917 -1.314
H: 7.932 1.062 -2.762
H: 6.011 2.560 -3.230
H: 3.833 2.122 -2.179
H: 3.817 -1.954 1.553
H: 4.252 -4.341 1.125
H: 3.485 -5.390 -0.979
H: 2.235 -4.048 -2.636
H: 1.863 -1.633 -2.235
C: 1.501 -6.634 1.519
C: 1.356 -6.547 3.035
C: 2.692 -6.239 3.706
C: 0.293 -5.509 3.421
N: 0.627 -4.152 3.042
C: 0.410 -3.475 1.897
N: 0.861 -2.251 2.038
N: 1.354 -2.193 3.289
N: 1.223 -3.309 3.896
H: 2.209 -7.418 1.247
H: 1.867 -5.692 1.118
H: 0.543 -6.861 1.046
H: 0.988 -7.510 3.405
H: 3.087 -5.285 3.354
H: 3.423 -7.017 3.483
H: 2.575 -6.176 4.789
H: 0.158 -5.499 4.502
H: -0.652 -5.755 2.945
H: -0.063 -3.875 1.022
C: 3.002 4.475 -3.924
C: 3.226 5.237 -2.619
C: 2.092 5.032 -1.619
S: 2.197 3.424 -0.736
O: 0.953 3.369 0.070
C: 3.546 3.876 0.457
C: 2.998 4.276 1.817
C: 2.527 5.726 1.881
H: 3.827 4.648 -4.617
H: 2.081 4.810 -4.402
H: 2.925 3.404 -3.744
H: 3.309 6.304 -2.841
H: 4.179 4.923 -2.180
H: 1.118 4.990 -2.113
H: 2.066 5.817 -0.865
H: 4.155 4.656 -0.002
H: 4.139 2.966 0.539
H: 3.762 4.090 2.575
H: 2.156 3.623 2.051
H: 3.309 6.412 1.549
H: 2.254 5.991 2.903
H: 1.642 5.870 1.261
C: -5.613 2.188 -2.773
C: -5.213 1.267 -3.915
O: -3.976 0.622 -3.635
P: -3.905 -0.903 -3.041
O: -2.472 -1.010 -2.581
Te: -5.812 -1.567 -1.877
O: -3.998 -1.771 -4.437
C: -2.864 -1.799 -5.292
C: -1.951 -2.971 -4.964
H: -6.510 2.754 -3.031
H: -4.795 2.876 -2.547
H: -5.806 1.582 -1.889
H: -5.077 1.838 -4.840
H: -5.998 0.523 -4.084
H: -2.304 -0.861 -5.208
H: -3.243 -1.888 -6.314
H: -1.567 -2.850 -3.953
H: -1.118 -3.011 -5.669
H: -2.516 -3.904 -5.015

Atomic forces in eV per Å
Sn -1.2 -0.1 0.0
C -0.1 -0.2 0.0
C 0.1 0.2 0.0
C 0.0 -0.2 0.0
C 0.0 -0.2 0.1
C 0.0 0.0 -0.1
C 0.1 0.0 0.1
C 0.0 0.1 0.0
C -0.1 -0.1 0.0
C 0.1 0.1 0.0
C -0.2 0.0 0.0
C 0.0 -0.1 0.1
C 0.0 0.4 0.0
N 0.5 -0.4 0.1
C -0.2 0.1 0.0
C -0.1 -0.1 -0.1
N 0.3 0.5 -0.2
C 0.1 -0.4 0.2
C -0.1 0.2 -0.1
C 0.0 -0.1 0.1
C 0.1 0.0 -0.1
C 0.0 -0.1 0.0
C 0.1 0.2 -0.2
C 0.0 -0.1 0.2
C 0.1 0.1 -0.2
C -0.1 0.1 -0.1
C 0.0 -0.2 -0.1
C 0.1 0.0 0.1
C -0.1 0.2 0.0
H 0.0 0.0 0.0
H 0.0 0.0 0.0
H 0.0 0.1 0.1
H 0.0 0.0 0.0
H 0.0 0.0 0.0
H 0.0 0.0 0.0
H 0.0 0.0 0.0
H 0.0 0.0 0.0
H 0.0 0.0 0.0
H 0.0 -0.1 0.0
H 0.0 0.0 0.0
H 0.1 0.1 0.0
H 0.1 0.0 0.0
H 0.1 -0.1 0.0
H 0.0 0.0 0.0
H 0.0 0.0 0.0
H 0.0 0.0 0.0
H 0.0 0.0 0.0
H 0.0 0.0 -0.1
H -0.1 0.0 -0.1
H 0.0 0.0 0.0
H 0.0 0.1 0.0
H 0.0 0.0 0.0
H 0.0 0.0 0.0
H -0.1 0.0 0.0
H 0.0 0.0 0.0
H 0.0 0.0 0.0
H 0.0 0.0 0.0
H 0.1 0.0 0.0
H 0.0 0.0 0.0
H 0.0 0.0 0.0
H 0.0 0.0 0.0
H 0.0 -0.1 0.0
H 0.0 0.0 0.0
H 0.1 -0.1 0.0
H 0.0 0.0 0.0
N -0.2 -0.1 0.1
C 0.4 0.0 -0.1
C -0.1 0.1 0.0
C 0.0 0.0 -0.1
C 0.1 -0.1 0.1
C 0.0 0.1 0.1
C -0.3 0.1 -0.1
P 0.5 -0.5 0.1
C 0.0 0.1 -0.1
C 0.0 0.1 0.0
C 0.1 0.0 0.0
C 0.0 0.0 0.0
C 0.1 0.1 -0.1
C 0.0 -0.1 0.1
C 0.0 0.0 -0.1
C -0.1 0.0 -0.1
C 0.1 -0.1 0.0
C -0.1 0.0 0.0
C 0.0 -0.1 -0.1
C 0.0 0.1 0.1
H 0.0 0.0 0.0
H 0.0 0.1 0.0
H 0.0 0.0 0.0
H 0.0 0.0 0.0
H 0.0 0.0 0.0
H 0.0 0.0 0.0
H 0.0 0.0 0.0
H 0.0 0.0 0.0
H 0.0 0.0 0.0
H 0.0 0.0 0.0
H 0.0 0.0 0.0
H 0.0 0.0 0.0
H 0.0 0.0 0.0
H 0.0 0.0 0.0
H 0.0 0.0 0.0
H 0.0 0.0 0.0
C -0.1 -0.2 0.1
C 0.1 0.3 -0.1
C -0.1 -0.1 0.0
C 0.1 -0.4 0.1
N -0.1 0.4 -0.5
C 0.1 0.0 0.3
N -0.2 -0.3 0.0
N 0.2 0.2 0.1
N 0.0 -0.2 0.2
H 0.0 0.0 0.0
H 0.0 0.1 -0.1
H 0.0 0.0 0.0
H -0.1 0.0 0.0
H 0.0 0.0 0.0
H 0.0 0.0 0.0
H 0.1 0.0 0.0
H -0.1 0.0 0.0
H -0.1 0.1 0.0
H 0.0 -0.1 0.0
C 0.1 0.1 0.1
C -0.1 -0.2 -0.1
C 0.1 -0.2 0.1
S 0.6 1.3 -0.2
O -0.5 -0.3 0.2
C -0.1 -0.3 -0.2
C -0.1 0.2 -0.1
C 0.0 -0.1 0.1
H 0.0 0.0 0.0
H 0.0 -0.1 0.0
H 0.0 0.0 -0.1
H 0.1 0.0 0.1
H 0.0 0.1 0.0
H 0.0 0.0 0.0
H -0.1 0.0 0.1
H 0.0 0.0 0.0
H 0.1 0.0 0.0
H 0.1 0.0 -0.1
H 0.1 -0.1 0.1
H 0.0 0.0 0.0
H 0.0 0.0 0.0
H 0.0 0.0 0.0
C 0.3 -0.1 -0.1
C -0.4 0.2 0.0
O -0.1 -0.3 0.5
P 0.5 0.2 -1.4
O -0.1 0.0 0.6
Te -0.2 0.0 0.2
O -0.2 0.0 0.4
C 0.3 0.0 -0.1
C -0.2 0.1 0.1
H 0.0 0.0 0.0
H 0.0 0.1 0.0
H -0.1 0.0 0.1
H 0.1 -0.1 0.0
H 0.1 0.0 0.0
H 0.0 0.0 -0.1
H 0.0 0.1 0.1
H 0.1 0.0 0.0
H 0.0 0.0 0.0
H 0.0 0.0 0.0

The HOMO energy comes out at -3.44 eV. As for the strongest force on any atom: 1.5 eV/A. The energy above the lowest of the compared OMol25 structures with the same formula, charge and spin is 0.416 eV. The orbital gap comes out at 5.5 eV. The value obtained for the molecular weight is 1297.71 g mol⁻¹. As for the charge: -1.

---

4.
Formula: CH2F2IN3
Source: the Open Molecules 2025 dataset
Level of theory: the ωB97M-V functional and the def2-TZVPD basis

Cartesian coordinates (Å):
C: 0.043 1.914 0.038
N: 1.989 -0.058 -0.528
N: -0.509 0.889 -0.267
N: 0.369 3.019 0.467
F: 0.591 -1.395 1.220
F: 1.640 3.448 0.400
I: 3.818 -0.443 -0.058
H: -1.194 0.928 -1.058
H: 1.055 -0.941 0.486

Atomic forces in eV per Å
C 0.2 0.6 -0.6
N 1.1 -0.2 -0.1
N -1.9 -0.4 -0.8
N -1.5 0.2 1.3
F 0.7 0.4 -0.9
F 1.5 0.1 -0.6
I -0.3 0.2 -0.1
H 1.2 -0.2 0.7
H -1.1 -0.6 1.2

The HOMO energy (alpha / beta) comes out at -10.13 / -10.16 eV. As for the strongest force on any atom: 2.1 eV/A. The energy above the lowest of the compared OMol25 structures with the same formula, charge and spin is 3.724 eV. The orbital gap (alpha / beta) comes out at 7.7 / 7.7 eV. The value obtained for the molecular weight is 220.95 g mol⁻¹.

---

- Number 4 is which compound?
  CH2F2IN3

---

- What is the formula in the first record?
  C31H83B2N6O12S